(1)
Below is a cluster of 10 separate species, C23H47Cl21IO4P in total at a distorted geometry, with properties calculated with ωB97M-V/def2-TZVPD.

DFT total energy in Eh: -11508.7053
Energy above the lowest of the compared OMol25 structures with the same formula, charge and spin in kJ/mol: 172.37

```
! wB97M-V def2-TZVPD RIJCOSX def2/J DEFGRID3
* xyz 0 1
C 4.5181 -1.0882 0.8104
C 4.0318 -2.0446 -0.3365
C 2.5159 -2.4285 -0.1708
Cl 2.0764 -3.4283 -1.6596
O 1.6848 -1.2769 -0.1793
P 0.4041 -1.3631 0.8989
O 0.7326 -0.5589 2.1404
O 0.0130 -2.8902 1.3945
O -0.9678 -0.6425 0.2093
I -0.3446 1.1844 -0.4378
H 3.9038 -0.1694 0.9204
H 4.5848 -1.5991 1.8035
H 5.5605 -0.7642 0.5647
H 4.2078 -1.5543 -1.3192
H 4.6275 -2.9867 -0.2721
H 2.4527 -3.0466 0.7497
H -0.0679 -3.5322 0.6594
Cl -0.6163 4.0651 -1.1203
C -1.1927 5.6346 -1.7456
C -2.1048 5.4709 -2.9377
Cl -1.2300 4.8849 -4.3757
H -0.3216 6.2428 -1.9881
H -1.7320 6.1194 -0.9308
H -2.5406 6.4346 -3.2022
H -2.9154 4.7748 -2.7279
Cl -3.4270 -4.2353 1.0700
C -3.1833 -5.8102 0.2761
C -1.8004 -6.3640 0.5316
Cl -0.5347 -5.4159 -0.2945
H -3.3759 -5.6869 -0.7898
H -3.9326 -6.4905 0.6812
H -1.7310 -7.3823 0.1488
H -1.5664 -6.3839 1.5956
Cl 4.8176 6.1570 -2.1661
C 3.3004 5.2498 -2.3891
C 3.0652 4.2488 -1.2817
Cl 4.2216 2.8972 -1.3395
H 3.3359 4.7682 -3.3650
H 2.4932 5.9834 -2.4011
H 2.0708 3.8174 -1.3818
H 3.1385 4.7126 -0.3010
Cl -4.1271 4.4848 0.2486
C -4.6758 5.7646 1.3590
C -4.5726 7.1380 0.7367
Cl -2.8777 7.6419 0.5117
H -4.0881 5.6941 2.2730
H -5.7157 5.5486 1.6043
H -5.0391 7.8771 1.3878
H -5.0680 7.1764 -0.2322
Cl -5.4258 -3.5763 -4.0511
C -3.6540 -3.6680 -3.8687
C -3.1801 -3.0520 -2.5727
Cl -3.3767 -1.2824 -2.5538
H -3.1999 -3.1826 -4.7313
H -3.3853 -4.7253 -3.8958
H -2.1208 -3.2491 -2.4411
H -3.7126 -3.4600 -1.7140
Cl 0.4130 -7.3637 3.7348
C -0.0867 -6.0653 4.8513
C 0.1024 -4.6935 4.2490
Cl 1.8199 -4.2621 4.0582
H 0.4767 -6.1797 5.7766
H -1.1443 -6.2235 5.0701
H -0.3397 -3.9387 4.8999
H -0.3719 -4.6188 3.2712
Cl 6.0125 3.7907 1.8703
C 4.8969 4.3934 3.1203
C 3.7276 3.4605 3.3397
Cl 2.6196 3.4326 1.9458
H 4.5650 5.3879 2.8253
H 5.4726 4.4852 4.0417
H 3.1456 3.7933 4.1993
H 4.0581 2.4400 3.5269
Cl 2.8763 9.1362 -3.7483
C 4.3704 9.7849 -3.0285
C 4.7594 11.1181 -3.6261
Cl 5.2917 10.9653 -5.3194
H 5.1561 9.0424 -3.1575
H 4.1833 9.8998 -1.9607
H 5.5948 11.5421 -3.0689
H 3.9331 11.8267 -3.5949
Cl -3.1957 -5.0818 5.2300
C -4.7445 -5.9139 4.9438
C -5.0426 -6.9403 6.0119
Cl -3.9348 -8.3329 5.9270
H -4.7073 -6.3654 3.9535
H -5.5200 -5.1479 4.9394
H -6.0522 -7.3291 5.8789
H -4.9705 -6.5112 7.0100
Cl -2.3280 -6.5771 -5.1469
C -0.5557 -6.6624 -4.9648
C -0.0900 -6.0492 -3.6642
Cl -0.3047 -4.2806 -3.6419
H -0.1028 -6.1722 -5.8252
H -0.2847 -7.7180 -4.9931
H 0.9743 -6.2397 -3.5227
H -0.6255 -6.4647 -2.8136
*
```

---

(2)
Below is an isolated molecule of C3H9N3O at a distorted geometry, with properties calculated with ωB97M-V/def2-TZVPD.

DFT total energy in Eh: -359.1949
Energy above the lowest of the compared OMol25 structures with the same formula, charge and spin in kJ/mol: 129.99

```
! wB97M-V def2-TZVPD RIJCOSX def2/J DEFGRID3
* xyz 0 1
C -0.0893 0.5046 -0.6699
N -0.1212 -0.6038 0.2809
C 0.7393 -0.7989 1.3499
N 1.6238 0.2363 1.6686
O 0.7939 -1.9248 1.8307
C -1.4215 1.0040 -1.2558
N -1.2257 1.1101 -2.7257
H 0.5963 0.2807 -1.5605
H 0.4370 1.4520 -0.2811
H -0.5636 -1.5185 0.0617
H 1.6976 0.0727 2.6580
H 1.5457 1.1323 1.2284
H -2.1977 0.4581 -0.9718
H -1.7000 1.8807 -0.6312
H -1.7544 0.2627 -3.1164
H -1.7216 1.9213 -3.1445
*
```

---

(3)
Below is a structure of composition H26KrO13, with properties calculated with ωB97M-V/def2-TZVPD.

DFT total energy in Eh: -3747.3183
Energy above the lowest of the compared OMol25 structures with the same formula, charge and spin in kJ/mol: 100.05

```
! wB97M-V def2-TZVPD RIJCOSX def2/J DEFGRID3
* xyz 0 1
Kr -3.6599 16.5997 3.3186
O -5.2368 13.0615 1.9609
H -4.4270 13.5580 2.0786
H -5.1125 12.5917 1.1362
O -1.0199 13.3516 5.0309
H -1.9263 13.2481 5.3205
H -0.9036 14.2974 4.9398
O -1.5630 16.1041 5.6651
H -0.8376 15.9531 6.2711
H -1.3214 16.9025 5.1956
O -3.8274 20.4550 3.0500
H -4.7248 20.6757 2.8005
H -3.4872 19.9571 2.3067
O 0.3759 17.5651 3.1438
H 0.7320 16.7769 2.7336
H -0.1335 17.9866 2.4517
O -2.3023 13.6586 1.3627
H -1.9533 14.5270 1.1618
H -1.5272 13.1158 1.5062
O -4.1318 16.3531 7.4237
H -4.6442 15.5450 7.3969
H -3.5712 16.3076 6.6491
O -6.1871 14.4516 5.7496
H -6.8087 14.3452 6.4698
H -6.7248 14.7281 5.0075
O -3.4167 19.0797 0.6495
H -3.3559 19.5423 -0.1862
H -3.9752 18.3244 0.4657
O -5.9419 17.8033 5.7873
H -5.4752 16.9815 5.9390
H -6.4564 17.6444 4.9959
O -3.0008 18.8733 5.5993
H -3.2006 19.4268 4.8443
H -3.7946 18.3558 5.7342
O -7.2886 17.2480 3.3918
H -8.0372 16.6592 3.4879
H -7.2422 17.4259 2.4524
O -0.7238 18.3963 0.7876
H -0.3452 18.7867 -0.0001
H -1.6236 18.7222 0.8083
*
```

---

(4)
Below is an isolated molecule of C3H4N2O, with properties calculated with ωB97M-V/def2-TZVPD.

DFT total energy in Eh: -301.3070
Energy above the lowest of the compared OMol25 structures with the same formula, charge and spin in kJ/mol: 473.10

```
! wB97M-V def2-TZVPD RIJCOSX def2/J DEFGRID3
* xyz 0 1
N 1.6138 0.1948 0.1095
C 0.2060 -0.0371 -0.0302
C -0.4938 0.9294 0.5716
N -1.8474 0.5384 0.3438
C -1.7778 -0.5603 -0.3308
O -0.5147 -1.0214 -0.6245
H 2.1416 -0.4549 0.6935
H 2.1369 0.4285 -0.7354
H 1.1197 1.1558 0.7104
H -2.5845 -1.1733 -0.7081
*
```